# 1
ORCA calculation (the ωB97M-V functional and the def2-TZVPD basis) on a molecular structure, C15H29N6OSSn in a non-equilibrium geometry.

ORCA input file:
```
! RIJCOSX wB97M-V def2-TZVPD def2/J DEFGRID3
* xyz 0 2
Sn 10.2796 -4.6173 8.1746
C 9.9905 -7.4269 6.7456
C 10.1786 -6.4435 5.5543
N 9.8185 -5.0421 5.8946
C 8.3907 -4.8348 5.4863
C 7.7216 -3.9018 6.4901
N 8.0696 -4.2385 7.9061
C 7.3297 -5.3335 8.5087
C 7.8423 -6.7292 8.1091
N 9.3158 -6.8752 7.9678
H 9.4183 -8.2835 6.4401
H 10.9581 -7.7709 7.0623
H 11.2566 -6.4795 5.3106
H 9.5983 -6.7386 4.6474
H 10.4113 -4.3437 5.4410
H 8.3620 -4.4879 4.4345
H 7.8498 -5.7903 5.4619
H 8.1837 -2.8750 6.2622
H 6.6766 -3.8485 6.3572
H 7.8833 -3.3765 8.3736
H 7.4332 -5.2112 9.6453
H 6.2528 -5.2897 8.2906
H 7.5280 -7.4097 8.8925
H 7.3326 -7.0490 7.1862
H 9.7087 -7.3223 8.8153
N 10.3748 -0.5582 6.2962
C 11.0713 -1.7470 6.1626
O 10.9367 -2.5081 5.2008
C 11.9937 -2.0656 7.3010
C 11.0899 -2.5911 8.4330
H 9.8435 -0.2044 5.4867
H 10.3576 -0.0563 7.1797
H 12.4104 -1.1251 7.6603
H 12.7821 -2.8120 6.9473
H 10.1907 -1.9234 8.5149
H 11.5424 -2.6600 9.4552
C 15.0447 -2.9507 4.8640
C 14.6208 -4.1722 5.5968
C 15.3213 -4.8986 6.5456
C 14.5237 -6.0040 6.8985
N 13.3170 -5.8556 6.2781
N 13.4288 -4.8189 5.4216
C 14.8835 -7.0413 7.8447
H 16.1338 -2.9492 4.8610
H 14.6960 -2.0701 5.3980
H 14.6312 -2.8281 3.8861
H 16.3656 -4.7430 6.7953
H 12.8049 -4.6849 4.6279
H 15.9606 -7.1787 8.0163
H 14.5043 -7.9886 7.4643
H 14.3366 -6.9875 8.7913
S 11.2062 -6.0452 11.4103
C 10.4952 -5.5110 10.1315
*
```

Properties
* gap between HOMO and LUMO (spin up / spin down): 4.30 / 4.44 eV
* calculated total energy: -43674.19776 eV
* ΔE to the lowest compared entry with this formula, charge and spin: 44.4 kcal per mole
* ⟨S²⟩: 0.862
* HOMO energy (spin up / spin down): -4.06 / -4.21 eV

Results of the Löwdin charge analysis, in e, for atoms 1 through 5: atom 1 (Sn): 1.06, atom 2 (C): -0.17, atom 3 (C): -0.20, atom 4 (N): -0.17, atom 5 (C): -0.18

---

# 2
ORCA calculation (the ωB97M-V functional and the def2-TZVPD basis) on a molecular structure, C15H30AlF7NO9S in a non-equilibrium geometry.

ORCA input file:
```
! RIJCOSX wB97M-V def2-TZVPD def2/J DEFGRID3
* xyz -1 1
C -3.3608 -2.7069 6.5941
C -2.8113 -2.5774 8.0181
C -2.2235 -1.2097 8.3803
O -0.9878 -0.9155 7.7743
C -1.0531 -0.3661 6.4443
Al 0.3650 1.0546 6.3600
O 2.0302 0.5075 5.8351
N 2.7940 -0.1220 6.7449
O 2.2696 -1.0647 7.2451
S -0.3260 2.7953 4.9132
O -1.6298 3.2749 5.3569
O 0.7423 3.7790 4.7843
C -0.6478 2.3969 3.0799
F -1.3660 3.4369 2.5943
F 0.5305 2.3466 2.3985
C -1.4481 1.1064 2.7452
F -2.0718 1.2798 1.5459
F -2.3968 0.8892 3.6830
C -0.5739 -0.1828 2.6125
F -1.2977 -1.2577 2.9318
F 0.4935 -0.1335 3.4138
F -0.1450 -0.3298 1.3557
H -3.9978 -1.8561 6.3331
H -3.9480 -3.6261 6.4939
H -2.5485 -2.7639 5.8655
H -3.6236 -2.7797 8.7337
H -2.0449 -3.3453 8.1946
H -2.0422 -1.1904 9.4647
H -2.9644 -0.4217 8.1644
H -2.0320 0.1140 6.2983
H -0.9477 -1.1664 5.7037
H 0.5014 1.7840 7.7610
C 0.7945 0.2052 -1.5289
O 0.7803 0.3424 -2.9414
C 2.0690 0.4606 -3.5191
C 2.5261 -0.8380 -4.1424
O 2.7453 -1.8566 -3.1792
C 1.6750 -2.7730 -3.0715
H -0.2135 -0.0572 -1.2166
H 1.4843 -0.5788 -1.2081
H 1.0748 1.1481 -1.0489
H 2.7976 0.7974 -2.7747
H 2.0093 1.2181 -4.3073
H 3.4744 -0.6693 -4.6620
H 1.7910 -1.1610 -4.8847
H 1.6246 -3.4214 -3.9547
H 0.7170 -2.2618 -2.9485
H 1.8622 -3.3899 -2.1942
C -0.2153 2.7374 -8.6292
O 0.1303 1.6094 -9.4117
C 1.4769 1.1979 -9.2526
C 1.6016 0.0113 -8.3232
O 1.2290 0.3397 -6.9972
C -0.0708 -0.0974 -6.6371
H -1.2960 2.8533 -8.6886
H 0.0727 2.6065 -7.5836
H 0.2585 3.6443 -9.0209
H 2.0878 2.0252 -8.8770
H 1.8564 0.9173 -10.2402
H 2.6471 -0.3131 -8.3034
H 0.9959 -0.8205 -8.6972
H -0.0956 -1.1864 -6.5167
H -0.8134 0.1975 -7.3823
H -0.3146 0.3632 -5.6809
*
```

Properties
* gap between HOMO and LUMO: 7.77 eV
* calculated total energy: -72411.62173 eV
* HOMO energy: -5.71 eV

Results of the Löwdin charge analysis, in e, for atoms 1 through 5: atom 1 (C): -0.12, atom 2 (C): -0.24, atom 3 (C): -0.27, atom 4 (O): -0.24, atom 5 (C): -0.27

---

# 3
ORCA calculation (the ωB97M-V functional and the def2-TZVPD basis) on 5 unconnected molecules or ions with the total composition C15H30Br4O5 in a non-equilibrium geometry.

ORCA input file:
```
! RIJCOSX wB97M-V def2-TZVPD def2/J DEFGRID3
* xyz 0 1
C -3.0124 -2.2338 2.0875
C -4.2376 -2.2272 2.9606
O -5.0169 -3.4274 2.7739
C -5.0177 -4.3978 3.8039
C -5.5648 -5.7206 3.2650
O -4.5308 -4.4116 4.9133
H -3.3455 -2.6058 1.1186
H -2.1683 -2.8167 2.4558
H -2.6741 -1.2012 2.0009
H -3.8871 -2.1899 3.9920
H -4.7956 -1.3842 2.5531
H -5.0979 -5.7741 2.2814
H -6.6453 -5.8578 3.3066
H -5.1253 -6.5669 3.7929
C 1.8951 0.1554 5.9800
C 1.2250 1.3038 6.6616
O 0.2267 1.9768 5.8616
C -0.4741 3.0111 6.3592
C -1.5082 3.6418 5.4513
O -0.3050 3.3997 7.5077
H 2.7850 -0.0820 6.5630
H 2.2299 0.4624 4.9891
H 1.2806 -0.7322 5.8298
H 0.8084 0.9355 7.5991
H 1.9572 2.0348 7.0045
H -2.4027 3.0863 5.7331
H -1.2142 3.4582 4.4179
H -1.5254 4.6511 5.8625
C 1.4857 3.2193 -0.5394
C 1.5399 3.3951 -1.9799
C 1.5810 4.8228 -2.4986
O 1.5033 2.4365 -2.7739
H 0.4427 3.2981 -0.2329
H 2.1096 3.9371 -0.0069
H 1.7766 2.1873 -0.3432
H 1.1756 5.0527 -3.4839
H 2.6327 5.0663 -2.6493
H 1.1864 5.4807 -1.7243
Br 0.1502 -3.9661 -7.1781
C 1.1329 -4.4834 -5.5679
C 0.5241 -3.8358 -4.3659
Br 1.4405 -3.9854 -2.5346
H 2.1939 -4.2749 -5.7057
H 1.1646 -5.5714 -5.5105
H -0.5389 -4.0356 -4.2306
H 0.5672 -2.7966 -4.6918
Br 4.3771 4.5136 -8.8787
C 4.2425 2.6958 -8.2976
C 4.2662 1.7297 -9.4794
Br 4.7126 -0.1048 -8.8391
H 3.2960 2.6033 -7.7649
H 5.0583 2.4766 -7.6087
H 4.8591 2.0136 -10.3488
H 3.2611 1.6379 -9.8911
*
```

Properties
* gap between HOMO and LUMO: 10.03 eV
* SMILES: CCOC(C)=O.CCOC(C)=O.CC(C)=O.BrCCBr.BrCCBr
* calculated total energy: -306447.82959 eV
* ΔE to the lowest compared entry with this formula, charge and spin: 46.1 kcal per mole
* HOMO energy: -9.80 eV

Results of the Löwdin charge analysis, in e, for atoms 1 through 5: atom 1 (C): -0.08, atom 2 (C): -0.23, atom 3 (O): -0.05, atom 4 (C): -0.46, atom 5 (C): 0.01

---

What did the first record say?
ORCA calculation (the ωB97M-V functional and the def2-TZVPD basis) on a molecular structure, C15H29N6OSSn in a non-equilibrium geometry.

ORCA input file:
```
! RIJCOSX wB97M-V def2-TZVPD def2/J DEFGRID3
* xyz 0 2
Sn 10.2796 -4.6173 8.1746
C 9.9905 -7.4269 6.7456
C 10.1786 -6.4435 5.5543
N 9.8185 -5.0421 5.8946
C 8.3907 -4.8348 5.4863
C 7.7216 -3.9018 6.4901
N 8.0696 -4.2385 7.9061
C 7.3297 -5.3335 8.5087
C 7.8423 -6.7292 8.1091
N 9.3158 -6.8752 7.9678
H 9.4183 -8.2835 6.4401
H 10.9581 -7.7709 7.0623
H 11.2566 -6.4795 5.3106
H 9.5983 -6.7386 4.6474
H 10.4113 -4.3437 5.4410
H 8.3620 -4.4879 4.4345
H 7.8498 -5.7903 5.4619
H 8.1837 -2.8750 6.2622
H 6.6766 -3.8485 6.3572
H 7.8833 -3.3765 8.3736
H 7.4332 -5.2112 9.6453
H 6.2528 -5.2897 8.2906
H 7.5280 -7.4097 8.8925
H 7.3326 -7.0490 7.1862
H 9.7087 -7.3223 8.8153
N 10.3748 -0.5582 6.2962
C 11.0713 -1.7470 6.1626
O 10.9367 -2.5081 5.2008
C 11.9937 -2.0656 7.3010
C 11.0899 -2.5911 8.4330
H 9.8435 -0.2044 5.4867
H 10.3576 -0.0563 7.1797
H 12.4104 -1.1251 7.6603
H 12.7821 -2.8120 6.9473
H 10.1907 -1.9234 8.5149
H 11.5424 -2.6600 9.4552
C 15.0447 -2.9507 4.8640
C 14.6208 -4.1722 5.5968
C 15.3213 -4.8986 6.5456
C 14.5237 -6.0040 6.8985
N 13.3170 -5.8556 6.2781
N 13.4288 -4.8189 5.4216
C 14.8835 -7.0413 7.8447
H 16.1338 -2.9492 4.8610
H 14.6960 -2.0701 5.3980
H 14.6312 -2.8281 3.8861
H 16.3656 -4.7430 6.7953
H 12.8049 -4.6849 4.6279
H 15.9606 -7.1787 8.0163
H 14.5043 -7.9886 7.4643
H 14.3366 -6.9875 8.7913
S 11.2062 -6.0452 11.4103
C 10.4952 -5.5110 10.1315
*
```

Properties
* gap between HOMO and LUMO (spin up / spin down): 4.30 / 4.44 eV
* calculated total energy: -43674.19776 eV
* ΔE to the lowest compared entry with this formula, charge and spin: 44.4 kcal per mole
* ⟨S²⟩: 0.862
* HOMO energy (spin up / spin down): -4.06 / -4.21 eV

Results of the Löwdin charge analysis, in e, for atoms 1 through 5: atom 1 (Sn): 1.06, atom 2 (C): -0.17, atom 3 (C): -0.20, atom 4 (N): -0.17, atom 5 (C): -0.18